A structure of composition C47H69BCdCl4N3P2Se2Te. Source: the OMol25 dataset; level of theory: wB97M-V/def2-TZVPD.

XYZ file:
```
130
Properties=species:S:1:pos:R:3:lowdin_charge:R:1
Cd -1.094 0.073 -0.756 1.197
C 4.933 -2.176 1.458 -0.087
C 3.905 -1.085 1.777 -0.695
C 3.980 -0.022 0.666 -0.108
C 4.305 -0.388 3.086 -0.119
P 2.082 -1.526 1.977 1.136
C 1.622 -2.552 0.475 -0.312
N 1.727 -1.872 -0.802 -0.035
B 0.940 -0.760 -1.307 -0.545
N 1.635 -0.391 -2.538 -0.049
C 1.363 0.737 -3.417 -0.321
P -0.394 0.676 -4.014 1.079
C -0.539 2.292 -4.966 -0.707
C 0.286 2.446 -6.242 -0.099
C -2.027 2.507 -5.287 -0.109
C -0.130 3.399 -3.983 -0.120
C -0.363 -0.758 -5.235 -0.691
C 0.919 -0.914 -6.056 -0.087
C -0.557 -2.048 -4.416 -0.102
C -1.565 -0.644 -6.180 -0.113
C 2.734 -1.212 -2.724 -0.202
C 3.703 -1.233 -3.716 -0.039
C 4.666 -2.237 -3.691 -0.110
C 4.653 -3.208 -2.698 -0.108
C 3.698 -3.177 -1.687 -0.042
C 2.760 -2.157 -1.683 -0.207
C 1.958 -2.865 3.323 -0.695
C 1.610 -2.138 4.632 -0.113
C 0.785 -3.798 3.000 -0.115
C 3.183 -3.747 3.557 -0.103
H 5.840 -1.703 1.069 0.086
H 4.584 -2.864 0.690 0.048
H 5.218 -2.754 2.335 0.056
H 4.891 0.570 0.813 0.084
H 3.129 0.657 0.693 0.025
H 4.039 -0.472 -0.322 0.072
H 5.321 0.006 2.984 0.082
H 4.296 -1.065 3.942 0.053
H 3.638 0.449 3.305 0.078
H 0.575 -2.825 0.622 0.058
H 2.190 -3.485 0.444 0.080
H 2.090 0.756 -4.231 0.076
H 1.471 1.669 -2.860 0.030
H -0.014 1.741 -7.018 0.059
H 1.355 2.317 -6.055 0.074
H 0.146 3.455 -6.645 0.083
H -2.387 1.834 -6.064 0.057
H -2.176 3.533 -5.638 0.080
H -2.648 2.357 -4.401 0.077
H 0.955 3.503 -3.910 0.072
H -0.511 3.225 -2.975 0.054
H -0.532 4.354 -4.333 0.084
H 1.745 -1.261 -5.434 0.056
H 1.228 0.004 -6.557 0.060
H 0.758 -1.675 -6.828 0.085
H 0.176 -2.155 -3.618 0.062
H -0.450 -2.906 -5.088 0.086
H -1.551 -2.093 -3.969 0.044
H -1.414 0.110 -6.955 0.062
H -2.485 -0.407 -5.642 0.058
H -1.709 -1.607 -6.678 0.084
H 3.717 -0.488 -4.502 0.097
H 5.425 -2.265 -4.463 0.092
H 5.393 -3.999 -2.706 0.092
H 3.692 -3.942 -0.921 0.095
H 2.357 -1.388 4.900 0.062
H 1.546 -2.863 5.449 0.086
H 0.647 -1.632 4.549 0.038
H -0.111 -3.250 2.722 0.041
H 0.538 -4.381 3.893 0.088
H 1.025 -4.501 2.200 0.078
H 4.026 -3.191 3.966 0.060
H 3.513 -4.248 2.645 0.075
H 2.920 -4.524 4.284 0.083
C 3.341 3.744 -1.003 -0.422
Se 1.672 3.050 -0.291 0.855
C 1.150 4.698 0.631 -0.553
C 0.082 4.409 1.679 -0.580
Se -1.193 3.017 1.189 0.788
C -2.005 4.066 -0.226 -0.374
H 3.776 2.966 -1.630 0.009
H 4.040 3.977 -0.200 0.014
H 3.171 4.632 -1.611 0.016
H 0.789 5.413 -0.110 0.058
H 2.065 5.094 1.076 0.057
H -0.482 5.318 1.899 0.059
H 0.545 4.061 2.602 0.041
H -2.835 3.488 -0.621 -0.001
H -1.279 4.257 -1.016 -0.001
H -2.369 5.003 0.195 0.028
Te -1.858 -0.454 2.981 1.322
C -2.227 -1.876 4.496 -0.532
C -2.549 -3.174 4.104 -0.179
C -2.788 -4.155 5.054 -0.096
C -2.716 -3.853 6.408 -0.109
C -2.397 -2.562 6.801 -0.099
C -2.150 -1.577 5.852 -0.133
C -1.849 1.213 4.250 -0.581
C -0.637 1.846 4.509 -0.174
C -0.600 2.989 5.297 -0.099
C -1.774 3.494 5.836 -0.094
C -2.982 2.857 5.588 -0.085
C -3.024 1.722 4.792 -0.160
H -2.622 -3.426 3.053 0.059
H -3.042 -5.157 4.730 0.101
H -2.910 -4.618 7.149 0.092
H -2.334 -2.313 7.854 0.097
H -1.895 -0.576 6.179 0.092
H 0.276 1.449 4.080 0.091
H 0.346 3.483 5.485 0.100
H -1.749 4.389 6.446 0.096
H -3.901 3.257 6.000 0.101
H -3.970 1.245 4.573 0.091
Cl -3.481 -0.528 -2.707 0.584
C -4.504 0.555 -1.766 -0.612
C -5.761 0.795 -2.272 -0.178
C -6.672 1.580 -1.572 -0.153
C -6.264 2.070 -0.336 -0.172
C -5.004 1.820 0.153 -0.604
Cl -4.651 2.436 1.758 0.634
C -3.943 1.096 -0.534 -0.632
N -2.739 0.992 -0.041 -0.332
H -6.031 0.350 -3.222 0.086
H -7.658 1.785 -1.963 0.077
H -6.944 2.650 0.277 0.086
Cl -2.609 -2.788 0.024 0.445
C -4.190 -2.024 0.328 -1.029
Cl -5.228 -3.041 1.343 0.512
H -4.669 -1.884 -0.633 -0.005
H -3.998 -1.082 0.832 -0.040
```

Calculated values
Charge: -1
2S+1: 1

=====

A cluster of 3 separate species, C47H70O11P2 in total. Source: the OMol25 dataset; level of theory: wB97M-V/def2-TZVPD.

XYZ file:
```
130
Properties=species:S:1:pos:R:3:lowdin_charge:R:1
C 1.995 -0.871 3.471 -0.118
O 2.157 0.029 2.349 -0.239
C 3.323 -0.281 1.546 -0.211
C 2.879 -0.066 -0.012 -0.157
C 3.017 -1.489 -0.784 -0.211
C 2.077 -1.461 -2.102 -0.207
C 0.509 -1.613 -1.785 -0.203
C 0.151 -2.738 -0.691 -0.196
C -0.082 -2.142 0.785 -0.180
C -1.584 -2.458 1.362 -0.184
C -1.544 -3.659 2.469 -0.147
C -0.947 -4.952 1.726 -0.100
C -1.667 -5.443 0.448 0.034
C -1.187 -6.663 -0.429 -0.068
C -2.044 -6.971 -1.716 -0.139
C -2.465 -8.359 -2.249 -0.031
C -3.338 -8.483 -3.549 -0.059
C -3.862 -7.236 -4.343 -0.069
C -3.453 -5.847 -3.787 -0.072
C -2.563 -5.722 -2.528 -0.021
C 0.091 -7.400 0.039 -0.043
C 0.685 -8.616 -0.801 -0.120
C 1.907 -8.001 -1.676 -0.143
C 3.382 -7.951 -1.149 -0.017
C 4.549 -7.315 -1.986 -0.030
C 4.301 -6.693 -3.411 -0.228
C 5.542 -6.030 -4.159 -0.112
C 2.850 -6.768 -3.953 -0.035
C 1.689 -7.408 -3.111 -0.016
C 0.819 -6.940 1.356 0.032
C 0.315 -5.712 2.210 0.015
C 1.146 -5.287 3.506 -0.272
O 0.665 -4.785 4.551 0.032
C 2.735 -5.572 3.426 0.043
C 3.191 -6.696 2.658 -0.134
C 4.782 -6.992 2.565 -0.061
C 2.121 -7.671 1.937 -0.254
O 2.335 -8.907 1.903 0.033
H 0.931 -1.321 3.381 0.081
H 2.747 -1.728 3.513 0.088
H 2.013 -0.319 4.487 0.099
H 4.175 0.464 1.798 0.127
H 3.682 -1.362 1.616 0.108
H 1.812 0.344 -0.075 0.097
H 3.586 0.689 -0.531 0.115
H 2.832 -2.393 -0.107 0.095
H 4.120 -1.555 -1.111 0.112
H 2.218 -0.403 -2.553 0.114
H 2.492 -2.240 -2.831 0.106
H 0.078 -0.575 -1.547 0.104
H 0.007 -1.948 -2.773 0.108
H -0.773 -3.305 -1.098 0.081
H 1.013 -3.489 -0.659 0.108
H 0.093 -1.001 0.707 0.096
H 0.726 -2.594 1.471 0.099
H -2.326 -2.658 0.519 0.098
H -1.866 -1.509 1.964 0.106
H -2.602 -3.848 2.895 0.127
H -0.825 -3.269 3.286 0.100
H -2.606 -4.873 0.114 0.108
H -2.107 -9.295 -1.690 0.095
H -3.617 -9.520 -3.959 0.087
H -4.519 -7.299 -5.269 0.086
H -3.824 -4.892 -4.310 0.093
H -2.290 -4.684 -2.150 0.073
H -0.030 -9.082 -1.554 0.085
H 1.072 -9.488 -0.148 0.123
H 3.688 -8.359 -0.125 0.075
H 5.607 -7.307 -1.544 0.090
H 5.242 -5.129 -4.816 0.082
H 6.213 -5.577 -3.331 0.077
H 6.213 -6.775 -4.717 0.081
H 2.648 -6.311 -4.992 0.095
H 0.638 -7.439 -3.575 0.092
H 3.516 -4.926 3.948 0.120
H 4.973 -8.111 2.408 0.084
H 5.235 -6.619 3.556 0.084
H 5.178 -6.354 1.688 0.090
C -1.359 3.198 1.567 -0.076
C -1.562 2.236 0.413 -0.301
O -2.633 2.659 -0.417 -0.227
P -2.381 3.925 -1.453 0.714
O -1.584 3.124 -2.489 -0.232
O -3.825 3.795 -2.269 -0.258
C -3.852 3.810 -3.694 -0.302
C -4.058 2.403 -4.220 -0.075
O -3.208 4.880 -0.298 -0.228
C -4.017 5.973 -0.732 -0.292
C -5.481 5.621 -0.534 -0.064
H -1.006 4.169 1.206 0.055
H -0.624 2.806 2.274 0.077
H -2.300 3.374 2.095 0.084
H -0.646 2.126 -0.176 0.103
H -1.827 1.250 0.803 0.112
H -2.948 4.266 -4.105 0.104
H -4.693 4.441 -4.000 0.115
H -3.298 1.717 -3.842 0.073
H -4.031 2.386 -5.312 0.077
H -5.024 2.013 -3.888 0.077
H -3.802 6.240 -1.770 0.112
H -3.766 6.836 -0.110 0.109
H -5.776 4.765 -1.140 0.071
H -6.122 6.465 -0.800 0.081
H -5.671 5.345 0.507 0.083
C -0.360 7.254 0.464 -0.092
C -0.168 8.609 -0.189 -0.299
O -0.447 9.658 0.725 -0.224
P 0.671 10.012 1.893 0.718
O 1.654 10.759 0.984 -0.232
O -0.060 11.395 2.461 -0.261
C 0.699 12.585 2.654 -0.303
C 0.423 13.561 1.526 -0.075
O -0.319 9.135 2.980 -0.224
C -0.395 9.536 4.348 -0.289
C -1.759 10.148 4.615 -0.066
H 0.390 7.090 1.243 0.071
H -0.270 6.452 -0.274 0.068
H -1.341 7.188 0.942 0.076
H 0.844 8.715 -0.590 0.110
H -0.869 8.715 -1.022 0.118
H 1.766 12.368 2.746 0.104
H 0.382 13.028 3.604 0.115
H 0.620 13.114 0.550 0.074
H 1.034 14.461 1.628 0.077
H -0.632 13.852 1.528 0.078
H 0.414 10.224 4.607 0.111
H -0.276 8.639 4.961 0.115
H -1.920 11.049 4.024 0.071
H -1.869 10.407 5.670 0.080
H -2.553 9.449 4.337 0.082
```

Calculated values
Charge: 0
2S+1: 1
SMILES: COCCCCCCCCCc1cc(-c2ccccc2)c(Cc2ccc(C)cc2)c2c1C(=O)C=C(C)C2=O.CCOP(=O)(OCC)OCC.CCOP(=O)(OCC)OCC

=====

A cluster of 8 separate species, C47H71BClN3O26PS in total. Source: the OMol25 dataset; level of theory: wB97M-V/def2-TZVPD.

XYZ file:
```
151
Properties=species:S:1:pos:R:3:lowdin_charge:R:1
C -3.224 5.848 2.388 -0.123
C -3.731 4.412 2.954 -0.242
C -3.579 3.217 1.849 -0.176
C -2.238 2.430 2.238 -0.222
N -1.911 1.263 1.368 -0.002
C -0.542 1.275 0.861 -0.040
C -0.401 1.417 -0.706 0.101
C -1.648 1.493 -1.702 -0.398
O -2.802 1.077 -1.405 0.081
O -1.525 1.997 -3.045 -0.311
P -1.152 3.688 -3.028 0.989
C 0.036 3.985 -4.494 -0.372
C 1.047 5.174 -4.019 -0.168
C -2.822 4.551 -3.328 -0.371
C -3.121 4.898 -4.872 -0.178
C 1.036 1.482 -1.293 -0.116
N 1.374 1.643 -2.735 0.063
C 1.298 0.463 -3.282 -0.618
S 1.397 -0.890 -4.238 0.779
C 2.224 1.377 -0.318 0.116
N 2.033 1.227 1.124 0.102
B 3.311 1.165 1.933 -0.529
O 4.292 0.108 1.795 0.131
O 3.543 2.240 2.870 0.017
C 3.129 3.532 2.317 -0.207
C 3.850 4.746 3.100 -0.042
C 0.747 1.155 1.769 -0.029
C 0.476 0.964 3.318 -0.060
C -0.470 -0.317 3.645 -0.669
O -1.403 -0.180 4.457 0.024
Cl -0.193 -1.902 2.795 0.783
H -4.130 6.525 2.210 0.077
H -2.608 5.679 1.431 0.070
H -2.513 6.302 3.164 0.072
H -3.013 4.164 3.831 0.096
H -4.781 4.450 3.409 0.108
H -3.563 3.620 0.783 0.107
H -4.518 2.563 1.986 0.118
H -2.358 2.114 3.346 0.121
H -1.371 3.182 2.227 0.131
H -2.195 0.358 1.762 0.129
H 0.651 3.046 -4.763 0.068
H -0.516 4.265 -5.469 0.076
H 0.900 5.446 -2.915 0.051
H 2.154 4.879 -4.173 0.078
H 0.810 6.114 -4.643 0.064
H -3.717 3.932 -2.952 0.091
H -2.777 5.541 -2.739 0.085
H -4.049 5.589 -4.905 0.090
H -3.309 3.966 -5.521 0.086
H -2.260 5.514 -5.326 0.021
H 3.290 1.454 -0.745 0.169
H 4.332 -0.428 2.623 0.130
H 3.303 3.612 1.178 0.131
H 1.988 3.623 2.468 0.125
H 4.943 4.477 3.317 0.070
H 3.818 5.719 2.480 0.106
H 3.322 5.006 4.092 0.088
H 1.388 0.845 3.987 0.137
H -0.077 1.906 3.701 0.139
C -1.227 -2.917 -0.451 -0.025
C -0.825 -3.382 -1.833 -0.340
C -1.750 -4.410 -2.413 -0.109
O -0.895 -5.129 -3.293 0.072
C 0.366 -5.019 -2.785 -0.534
O 1.304 -5.663 -3.156 0.160
O 0.415 -4.083 -1.794 0.084
H -0.491 -2.208 -0.062 0.054
H -2.207 -2.434 -0.464 0.103
H -1.255 -3.751 0.250 0.056
H -0.707 -2.522 -2.503 0.129
H -2.581 -3.961 -2.961 0.142
H -2.147 -5.107 -1.669 0.121
C -0.080 -8.182 2.103 -0.011
C -0.495 -6.957 2.888 -0.333
C -1.888 -7.037 3.438 -0.094
O -2.264 -5.664 3.512 0.081
C -1.553 -5.015 2.552 -0.529
O -1.764 -3.885 2.196 -0.012
O -0.574 -5.811 2.041 0.089
H 0.922 -8.044 1.688 0.090
H -0.079 -9.073 2.733 0.096
H -0.748 -8.349 1.254 0.083
H 0.237 -6.746 3.675 0.160
H -1.921 -7.503 4.424 0.147
H -2.590 -7.553 2.776 0.121
C 1.058 10.326 -7.929 -0.018
C 0.754 8.882 -7.594 -0.345
C -0.023 8.166 -8.659 -0.103
O -0.718 7.174 -7.912 0.072
C -0.878 7.674 -6.656 -0.518
O -1.593 7.194 -5.820 0.116
O -0.124 8.793 -6.474 0.093
H 1.581 10.806 -7.099 0.090
H 1.679 10.401 -8.825 0.094
H 0.137 10.895 -8.088 0.095
H 1.678 8.350 -7.343 0.161
H 0.623 7.705 -9.409 0.145
H -0.759 8.799 -9.164 0.145
C -7.009 -7.076 -2.191 -0.014
C -5.865 -6.693 -1.278 -0.337
C -4.563 -6.492 -1.993 -0.110
O -3.609 -6.800 -0.986 0.044
C -4.213 -7.678 -0.135 -0.521
O -3.640 -8.302 0.715 0.140
O -5.551 -7.757 -0.380 0.096
H -7.916 -7.256 -1.608 0.092
H -7.212 -6.290 -2.921 0.095
H -6.792 -8.007 -2.724 0.095
H -6.137 -5.816 -0.681 0.164
H -4.436 -5.467 -2.346 0.130
H -4.415 -7.179 -2.832 0.149
C -2.696 -11.093 -2.284 -0.020
C -3.715 -11.845 -1.455 -0.349
C -3.104 -12.732 -0.410 -0.109
O -4.092 -13.744 -0.256 0.067
C -4.754 -13.825 -1.446 -0.535
O -5.512 -14.703 -1.740 0.163
O -4.435 -12.777 -2.257 0.086
H -3.198 -10.503 -3.056 0.084
H -2.099 -10.421 -1.664 0.087
H -2.027 -11.782 -2.806 0.093
H -4.436 -11.146 -1.018 0.156
H -2.934 -12.210 0.533 0.141
H -2.170 -13.205 -0.730 0.142
C 4.694 2.689 7.212 -0.022
C 4.297 3.926 7.987 -0.345
C 2.903 3.870 8.540 -0.111
O 2.545 5.244 8.605 0.069
C 3.264 5.879 7.636 -0.537
O 3.068 7.002 7.275 0.165
O 4.234 5.064 7.130 0.076
H 5.697 2.808 6.795 0.086
H 4.683 1.802 7.850 0.092
H 4.021 2.523 6.365 0.079
H 5.033 4.134 8.771 0.164
H 2.865 3.413 9.531 0.144
H 2.193 3.357 7.883 0.138
C 9.061 2.356 0.855 -0.019
C 8.662 3.590 1.636 -0.341
C 7.270 3.527 2.194 -0.120
O 6.908 4.902 2.265 0.029
C 7.623 5.541 1.294 -0.529
O 7.422 6.665 0.936 0.170
O 8.592 4.730 0.783 0.094
H 10.062 2.481 0.435 0.091
H 9.056 1.468 1.491 0.092
H 8.387 2.191 0.010 0.090
H 9.400 3.797 2.418 0.164
H 7.238 3.067 3.183 0.143
H 6.559 3.014 1.537 0.135
```

Calculated values
Charge: +1
2S+1: 1

=====

Kohn-Sham gap, respectively: 0.200 0.248 0.207 Ha.
Total energy, respectively: -266225.9558 -90956.8810 -140908.8989 eV.
LUMO level, respectively: 2.06 -1.57 -4.93 eV.